1.
ORCA calculation (wB97M-V/def2-TZVPD) on the molecule ClH3N2OS.

Each line ends with the Mulliken charge.
Cartesian coordinates (Å):
N 0.98605 -1.86986 -0.85966  -0.434
S -0.77808 -1.21011 -0.34213  0.735
N -0.65765 0.50638 -0.16214  -0.449
O -1.65103 -1.53047 -1.41287  -0.410
Cl -1.38587 -1.42576 1.76686  -0.219
H 1.63539 -1.71356 -0.09197  0.205
H -1.47505 1.02798 -0.03385  0.270
H 0.03434 0.64541 0.58606  0.303

Forces on atoms 1 to 3 (eV/Å):
N -4.4 1.2 0.7
S 5.5 1.3 -0.3
N 2.4 -2.6 -0.6

Values from the calculation:
Charge: 0
Spin multiplicity: 1
Orbital gap (spin up / spin down), Eh: 0.2849 / 0.2850
SMILES string: N=[S@@](N)(=O)Cl
E_HOMO (spin up / spin down), Ha: -0.3528 / -0.3530

2.
ORCA calculation (wB97M-V/def2-TZVPD) on the molecule C5H7N.

Each line ends with the Mulliken charge.
Cartesian coordinates (Å):
C -1.36570 -0.68370 0.36419  -1.415
C -0.18385 0.16279 -0.11292  1.178
C -0.53728 1.41451 -0.76071  0.020
N -0.70170 2.52308 -1.05669  -0.493
C 1.18082 0.45384 0.53204  -0.755
C 1.05992 -0.60802 -0.50102  -0.632
H -1.06366 -1.43935 1.09624  0.363
H -2.18920 -0.09948 0.78424  0.366
H -1.76599 -1.22802 -0.50305  0.310
H 1.39955 0.25427 1.57342  0.248
H 1.60408 1.38646 0.16196  0.274
H 1.04733 -1.61808 -0.09719  0.286
H 1.51566 -0.51831 -1.48050  0.251

Forces on atoms 1 to 3 (eV/Å):
C 0.0 0.1 0.1
C -0.1 0.1 0.0
C -0.1 0.9 -0.4

Values from the calculation:
Charge: 0
Spin multiplicity: 1
Orbital gap, Eh: 0.4108
SMILES string: CC1(C#N)CC1
E_HOMO, Ha: -0.3783

3.
ORCA calculation (wB97M-V/def2-TZVPD) on a cluster of 2 separate species, C2H11N4 in total.

Each line ends with the Mulliken charge.
Cartesian coordinates (Å):
C 0.48613 -0.90824 1.17236  -0.465
C 0.33086 -0.45911 -0.28830  -0.169
N 0.34980 0.23734 1.92005  -0.635
N 0.95055 0.90784 -0.46957  -0.264
N -1.01459 -0.22449 -0.54587  -0.247
N -1.28369 0.65877 -1.70316  -0.662
H 1.49371 -1.53735 1.44686  0.379
H -0.42575 -1.55890 1.23110  0.239
H 0.97163 -1.33392 -1.31487  0.348
H 0.78376 0.22596 2.87989  0.245
H -0.61904 0.61863 1.97216  0.266
H 0.64024 1.25022 0.46082  0.383
H 0.45076 1.38017 -1.26646  0.436
H -1.58965 -1.08921 -0.55735  0.246
H -1.15887 0.12206 -2.67059  0.277
H 1.92173 0.83824 -0.76685  0.340
H -2.28757 0.87199 -1.50022  0.285

Forces on atoms 1 to 3 (eV/Å):
C 0.9 -3.8 -1.2
C 3.1 -2.1 -4.1
N -0.4 3.0 3.6

Values from the calculation:
Charge: +1
Spin multiplicity: 1
Orbital gap, Eh: 0.3982
E_HOMO, Ha: -0.5075

Values of ΔE to the lowest compared entry with this formula, charge and spin, in order: 2.741 1.381 4.275, all in eV.
Values of E_tot, in order: -1044.77625 -249.42250 -301.47455, all in hartree.
Values of strongest force on any atom, in order: 5.66 1.16 5.57, all in eV/Å.